Density functional theory data (the ωB97M-V functional and the def2-TZVPD basis) for a structure of composition C2HFOSr.

Computed properties:
E_tot in eV: -7670.5208
E_HOMO in eV: -17.72
Orbital gap in eV: 7.48
Total charge: +2

The geometry in XYZ format:
```
6
C2HFOSr | OMol25 | the ωB97M-V functional and the def2-TZVPD basis
H -1.411 -1.767 0.624
C -0.582 -0.293 0.158
C -1.739 -0.894 -0.120
O 0.489 0.157 -0.105
F -2.877 -0.241 -0.024
Sr 2.215 1.857 0.257
```

Density functional theory data (the ωB97M-V functional and the def2-TZVPD basis) for a cluster of 2 separate species, C8H10N3 in total.

Computed properties:
E_tot in eV: -12912.7653
E_HOMO in eV: -13.46
Orbital gap in eV: 8.75
ΔE to the lowest compared entry with this formula, charge and spin in kcal/mol: 183.4
Total charge: +1

The geometry in XYZ format:
```
21
C8H10N3 | OMol25 | the ωB97M-V functional and the def2-TZVPD basis
C -1.134 -1.485 0.264
C -1.295 -0.257 -0.739
C -1.891 0.489 0.559
C 2.869 -1.456 -0.722
C -0.488 2.627 0.927
C 0.845 0.605 -1.385
C 2.919 -0.743 0.201
C -0.805 1.495 0.342
N -2.484 0.424 -0.729
N -1.754 -0.702 1.381
N -0.263 0.745 -0.780
H -1.524 -2.503 -0.055
H 0.008 -1.435 0.555
H 2.756 -2.184 -1.575
H -0.990 3.060 1.787
H 0.370 3.264 0.699
H 1.631 1.178 -1.122
H 0.708 -0.318 -1.980
H 3.144 -0.055 1.076
H -3.353 -0.048 -0.769
H -2.495 -1.196 1.878
```

Density functional theory data (the ωB97M-V functional and the def2-TZVPD basis) for a structure of composition C4H7NO.

Computed properties:
E_tot in eV: -7794.2496
E_HOMO in eV: -6.77
Orbital gap in eV: 7.72
ΔE to the lowest compared entry with this formula, charge and spin in kcal/mol: 124.4

The geometry in XYZ format:
```
13
C4H7NO | OMol25 | the ωB97M-V functional and the def2-TZVPD basis
C -0.670 1.900 1.375
N 0.325 1.146 0.697
C 0.167 0.118 -0.043
C 1.004 -0.993 -0.601
C -0.355 -1.463 -1.153
O -1.036 -0.342 -0.534
H -1.704 1.807 1.051
H -0.313 2.890 1.636
H 0.563 1.149 1.783
H 1.463 -1.659 0.137
H 1.748 -0.710 -1.351
H -0.463 -1.433 -2.239
H -0.730 -2.409 -0.757
```

Repeat the first record exactly.
Density functional theory data (the ωB97M-V functional and the def2-TZVPD basis) for a structure of composition C2HFOSr.

Computed properties:
E_tot in eV: -7670.5208
E_HOMO in eV: -17.72
Orbital gap in eV: 7.48
Total charge: +2

The geometry in XYZ format:
```
6
C2HFOSr | OMol25 | the ωB97M-V functional and the def2-TZVPD basis
H -1.411 -1.767 0.624
C -0.582 -0.293 0.158
C -1.739 -0.894 -0.120
O 0.489 0.157 -0.105
F -2.877 -0.241 -0.024
Sr 2.215 1.857 0.257
```

Question: What is the formula in the third record?
Answer: C4H7NO

Question: What is the formula in the first record?
Answer: C2HFOSr